Molecular formula: C24H34N3S2SiTc
Method: DFT, ωB97M-V/def2-TZVPD

The geometry in XYZ format:
```
65
Properties=species:S:1:pos:R:3:forces:R:3
Tc 0.7640 0.9732 1.3108 1.3 -4.0 -1.4
C 6.5635 1.9821 -1.2358 0.1 0.1 -0.1
C 5.8384 1.1448 -0.2495 0.0 -0.5 0.2
C 6.1876 -0.1825 0.0289 -0.2 0.1 0.0
C 5.3900 -0.8793 0.9197 0.3 0.2 -0.3
N 4.3328 -0.3263 1.5037 -0.2 -0.1 0.4
C 4.1231 0.9384 1.2046 0.3 -0.5 -0.3
S 2.7553 1.7161 1.9992 -1.0 -0.1 0.0
N 4.7995 1.6984 0.3736 -0.1 0.4 -0.1
H 7.6376 1.8404 -1.1502 0.1 0.0 0.0
H 6.3094 3.0282 -1.0981 0.0 0.0 0.0
H 6.2694 1.6950 -2.2447 0.0 0.0 -0.1
H 7.0413 -0.6489 -0.4373 0.1 0.0 0.0
H 5.5857 -1.9065 1.1906 0.1 -0.1 -0.1
S -0.7678 4.4304 -1.2113 0.2 -0.8 0.6
C -0.7359 4.5968 0.4943 0.1 -0.2 -0.1
C -0.4272 3.4153 1.0830 -0.4 0.8 0.1
N -0.2220 2.3720 0.2166 -0.4 0.5 -0.9
C -0.3714 2.7752 -1.0285 0.0 0.4 -0.2
H -0.9418 5.5359 0.9686 0.0 0.2 0.1
H -0.3525 3.2646 2.1495 0.0 0.0 0.2
H -0.2371 2.1364 -1.8802 0.1 -0.2 -0.1
C -1.9218 -2.3604 0.0189 -0.2 0.7 -0.1
Si -2.9865 -0.7932 0.0284 0.1 -0.1 0.2
C -3.4050 -0.0961 1.7899 0.0 0.1 -0.4
C -3.8573 1.3728 1.7811 0.0 -0.2 -0.3
C -4.5221 -0.9383 2.4357 0.1 -0.2 -0.5
C -2.1404 -0.2360 2.6537 0.1 -0.1 -0.4
C -3.4787 -0.0061 -1.6681 0.1 0.0 0.3
C -4.7233 -0.6927 -2.2567 0.1 -0.2 0.5
C -2.2936 -0.2502 -2.6194 -0.1 -0.2 0.3
C -3.7444 1.5051 -1.5631 0.0 -0.2 0.3
H -2.5289 -3.2609 0.1083 -0.2 -0.1 0.0
H -1.2069 -2.3690 0.8420 -0.1 0.1 0.2
H -1.3384 -2.4569 -0.8962 -0.1 0.1 -0.1
H -4.7655 1.5159 1.2001 0.0 0.0 0.0
H -3.0864 2.0391 1.3964 0.0 0.1 -0.1
H -4.0896 1.6782 2.8003 0.1 0.0 0.1
H -5.4689 -0.8158 1.9159 -0.1 0.0 -0.1
H -4.6708 -0.6126 3.4627 0.1 0.1 0.1
H -4.2761 -1.9965 2.4561 0.0 -0.2 0.1
H -1.2317 0.1647 2.1426 -0.2 -0.1 0.3
H -1.9495 -1.2772 2.8987 0.2 -0.1 0.0
H -2.2781 0.3027 3.5899 0.0 0.1 0.0
H -4.5922 -1.7682 -2.3394 0.0 -0.2 -0.1
H -4.8957 -0.3040 -3.2571 0.0 0.1 -0.2
H -5.6176 -0.4991 -1.6709 -0.1 0.0 0.1
H -2.2043 -1.3031 -2.8698 0.1 -0.1 0.0
H -1.3509 0.0886 -2.1928 0.2 0.0 0.0
H -2.4657 0.2901 -3.5466 0.0 0.1 -0.1
H -4.6176 1.7288 -0.9561 0.0 0.0 0.1
H -3.9434 1.8969 -2.5579 0.0 0.0 -0.2
H -2.8846 2.0380 -1.1619 0.0 0.1 0.1
C 1.1483 -0.5843 0.4084 -0.6 4.4 2.4
C 1.8524 -1.6923 -0.0674 0.4 -1.1 -0.3
C 2.1696 -2.7253 0.8428 -0.1 0.3 -0.1
C 3.0743 -3.7043 0.4929 -0.1 -0.1 0.0
C 3.6527 -3.7070 -0.7715 -0.2 0.2 0.1
C 3.3184 -2.7207 -1.6917 0.0 0.0 -0.1
C 2.4204 -1.7292 -1.3562 -0.2 0.3 0.2
H 1.7219 -2.6969 1.8236 0.1 0.0 0.2
H 3.3404 -4.4676 1.2080 0.0 -0.1 0.1
H 4.3604 -4.4774 -1.0401 0.1 0.0 0.0
H 3.7714 -2.7317 -2.6703 0.0 0.0 -0.1
H 2.1630 -0.9450 -2.0489 0.1 0.1 -0.2
```
Positions in Å, forces in eV/Å.

Frontier orbital gap (alpha / beta) ... 6.16 / 6.00 eV
Calculated total energy ... -2265.18204 hartree
Total charge ... +2
Energy relative to the best compared isomer or geometry (same formula, charge and spin) ... 1.603 eV
HOMO level (alpha / beta) ... -13.6 / -13.3 eV

Molecular formula: C21H22N2O6S3
Method: DFT, ωB97M-V/def2-TZVPD

The geometry in XYZ format:
```
54
Properties=species:S:1:pos:R:3:forces:R:3
C -0.1977 -4.0175 3.1504 0.1 0.3 0.0
C 0.4852 -2.6784 2.8934 0.1 -0.4 0.0
C -0.2913 -1.5251 3.4939 0.6 0.5 -0.5
S 0.6730 0.0025 3.3494 -0.2 0.1 0.4
O 0.0134 1.0716 4.0450 -0.3 0.0 -0.1
O 2.0495 -0.2476 3.6789 0.1 -0.2 -0.1
C 0.6070 0.3569 1.5975 0.0 -0.2 -0.1
N -0.0283 -0.3952 0.7724 -0.3 -0.3 0.7
C 0.1119 0.0132 -0.5038 -0.1 0.0 -0.6
S -0.7432 -0.8534 -1.7994 0.1 0.4 0.4
O -2.1535 -0.5990 -1.7109 0.0 -0.3 0.2
O -0.0839 -0.4707 -3.0318 0.2 -0.3 0.1
C -0.4032 -2.5547 -1.3884 -0.2 0.6 -0.1
C -1.3706 -3.3058 -0.7530 -0.2 0.1 0.0
C -1.0621 -4.5895 -0.3384 0.1 0.0 -0.1
C 0.2087 -5.1154 -0.5458 -0.1 0.1 0.0
C 0.5436 -6.5069 -0.1076 0.0 0.0 -0.1
C 1.1678 -4.3344 -1.1867 -0.1 0.1 0.0
C 0.8669 -3.0521 -1.6066 0.1 0.0 -0.1
C 0.9143 1.1210 -0.6906 0.0 -0.3 0.2
N 1.3019 1.6395 -1.8672 0.1 0.1 -0.4
C 1.6970 3.0210 -1.9861 0.0 0.1 0.0
C 0.5621 3.9973 -1.7521 -0.1 0.0 0.0
C -0.7523 3.6369 -2.0032 0.2 0.0 0.0
C -1.8085 4.5220 -1.7945 -0.1 0.4 0.1
C -1.4947 5.7764 -1.3351 0.6 0.0 0.0
C -0.1714 6.1475 -1.0843 -0.5 -0.3 -0.2
C 0.8705 5.2772 -1.2796 -0.2 0.2 0.0
O -0.1386 7.4403 -0.6391 0.4 -0.3 -0.1
C -1.4826 7.8730 -0.6070 -0.4 1.1 0.4
O -2.3218 6.8288 -1.0515 -0.1 -0.4 -0.2
S 1.4796 1.6824 0.8687 -0.2 -0.2 -0.3
H 0.3764 -4.8233 2.7015 0.0 -0.1 0.0
H -0.2829 -4.2064 4.2178 0.0 -0.1 0.1
H -1.1945 -4.0214 2.7169 -0.2 -0.1 0.0
H 0.5799 -2.5192 1.8179 0.1 0.0 0.1
H 1.4863 -2.6775 3.3280 0.0 0.0 -0.1
H -1.2282 -1.3335 2.9802 -0.2 0.0 0.0
H -0.4665 -1.6562 4.5596 0.0 0.2 0.1
H -2.3462 -2.8729 -0.6002 -0.1 0.0 0.1
H -1.8131 -5.1898 0.1535 -0.1 -0.1 0.1
H -0.1729 -6.8696 0.6247 0.0 -0.1 0.1
H 0.5233 -7.1794 -0.9652 0.0 -0.1 0.0
H 1.5426 -6.5469 0.3208 0.1 -0.1 0.1
H 2.1562 -4.7367 -1.3525 0.1 0.0 0.0
H 1.5958 -2.4341 -2.1075 0.2 0.0 0.0
H 0.8768 1.1770 -2.6688 0.2 0.1 0.2
H 2.4920 3.2129 -1.2575 0.1 0.1 -0.2
H 2.1091 3.1624 -2.9892 0.1 0.0 0.2
H -0.9825 2.6462 -2.3652 0.0 -0.1 0.0
H -2.8277 4.2333 -1.9856 -0.2 0.0 0.0
H 1.8862 5.5719 -1.0753 0.2 0.1 0.1
H -1.7552 8.1528 0.4233 0.1 -0.1 -0.2
H -1.6034 8.7485 -1.2647 0.1 -0.3 0.1
```
Positions in Å, forces in eV/Å.

Frontier orbital gap ... 8.61 eV
Calculated total energy ... -2568.90206 hartree
Total charge ... 0
Energy relative to the best compared isomer or geometry (same formula, charge and spin) ... 0.102 eV
HOMO level ... -8.3 eV

Molecular formula: C33H28GeIN2O2Pd
Method: DFT, ωB97M-V/def2-TZVPD

The geometry in XYZ format:
```
68
Properties=species:S:1:pos:R:3:forces:R:3
Pd 0.3309 -1.4393 0.1108 -0.5 -0.2 0.4
C 4.3653 0.1295 -1.6278 0.0 0.1 -0.2
C 4.4224 -0.4101 -0.2430 -1.1 -0.3 -0.2
N 5.5229 -0.3514 0.4072 1.0 0.0 0.6
C 5.5717 -0.8853 1.6559 0.2 0.0 0.1
C 4.5170 -1.4722 2.2765 -0.2 0.0 0.2
C 4.7278 -2.0245 3.6640 0.1 0.3 0.0
O 4.6174 -3.4435 3.7244 -0.1 -0.3 -0.1
C 3.2485 -1.5345 1.6109 0.2 -0.2 0.2
C 2.1477 -2.1093 2.3559 2.6 -0.1 0.6
N 0.9269 -2.0504 2.0842 -2.7 0.2 0.1
C -0.0273 -2.4484 3.0851 0.1 -0.1 -0.8
C 0.2968 -2.6159 4.4278 0.3 0.1 0.0
C -0.6370 -3.0231 5.3527 -0.1 0.0 0.2
C -1.9468 -3.2550 4.9742 0.0 0.0 0.0
C -2.3116 -3.0394 3.6603 0.2 0.0 -0.1
C -1.3671 -2.6348 2.7241 0.0 0.0 0.3
I -2.0043 -2.1849 0.7953 0.2 0.1 -0.5
C 3.1878 -1.0101 0.2934 1.2 0.0 0.6
O 2.2183 -1.0386 -0.4929 -0.9 0.2 -1.0
H 5.3510 0.4961 -1.9078 0.0 0.0 0.0
H 3.6323 0.9316 -1.6994 -0.1 0.1 0.0
H 4.0350 -0.6382 -2.3256 0.0 -0.1 -0.1
H 6.5201 -0.8139 2.1663 0.2 0.0 0.0
H 3.9933 -1.6190 4.3696 0.1 0.0 0.0
H 5.7240 -1.7322 4.0201 -0.1 0.0 -0.1
H 4.6364 -3.7678 2.8172 0.1 0.0 0.1
H 2.4529 -2.6331 3.2657 0.0 0.2 -0.1
H 1.2924 -2.3955 4.7765 0.1 0.0 0.0
H -0.3369 -3.1384 6.3838 0.0 0.0 0.1
H -2.6805 -3.5763 5.6961 -0.1 0.0 0.1
H -3.3345 -3.1756 3.3513 -0.2 0.0 -0.1
C -0.3943 -0.9067 -1.6423 -0.3 -0.8 -0.5
Ge -1.3333 0.6562 -1.8254 0.1 0.3 0.1
C -0.4261 2.3515 -1.2517 -0.5 0.0 -0.2
C -0.9585 3.6038 -1.5454 -0.1 0.0 -0.1
C -0.3182 4.7728 -1.1724 -0.1 0.1 0.0
C 0.8858 4.7080 -0.4915 0.1 0.2 0.0
C 1.4321 3.4733 -0.1944 0.2 0.0 0.1
C 0.7792 2.3129 -0.5748 0.2 -0.3 0.1
C -1.7962 0.9779 -3.7187 0.0 0.0 0.2
C -0.7679 0.9778 -4.6560 0.1 0.0 0.0
C -1.0165 1.1776 -6.0012 0.1 0.0 -0.1
C -2.3109 1.3861 -6.4435 0.0 0.0 -0.2
C -3.3458 1.3976 -5.5288 -0.2 0.0 -0.1
C -3.0857 1.1951 -4.1826 -0.1 0.1 0.1
C -3.0198 0.6536 -0.7672 0.2 0.4 -0.1
C -4.0468 -0.2215 -1.0984 -0.1 0.0 -0.2
C -5.2009 -0.3047 -0.3414 -0.1 0.0 0.1
C -5.3473 0.4853 0.7898 -0.2 -0.2 0.0
C -4.3379 1.3593 1.1404 0.1 0.1 0.2
C -3.1929 1.4455 0.3621 0.1 0.1 0.0
H 0.1050 -1.3545 -2.5076 0.1 0.2 0.2
H -1.8961 3.6712 -2.0817 -0.1 0.0 -0.1
H -0.7554 5.7340 -1.4109 0.0 0.1 0.0
H 1.3981 5.6158 -0.2016 0.0 0.1 0.0
H 2.3757 3.4110 0.3280 0.1 0.0 0.1
H 1.2211 1.3485 -0.3522 0.0 -0.1 0.0
H 0.2456 0.8179 -4.3234 0.2 0.0 0.1
H -0.1977 1.1718 -6.7076 0.1 0.0 -0.1
H -2.5102 1.5399 -7.4959 0.0 0.0 -0.1
H -4.3623 1.5657 -5.8629 0.0 0.0 0.0
H -3.9092 1.2174 -3.4843 -0.1 0.0 0.1
H -3.9333 -0.8646 -1.9588 0.0 -0.1 -0.2
H -5.9816 -0.9969 -0.6212 -0.1 -0.1 0.0
H -6.2430 0.4160 1.3921 -0.1 0.0 0.0
H -4.4381 1.9743 2.0265 0.0 0.0 0.0
H -2.4092 2.1347 0.6524 0.0 0.1 0.0
```
Positions in Å, forces in eV/Å.

Frontier orbital gap ... 4.67 eV
Calculated total energy ... -4036.76369 hartree
Total charge ... -1
HOMO level ... -2.5 eV

For reference, max |F| by record: 5.036, 1.274, 2.667 eV/A.